{"formula": "C5H13NO2", "method": "ωB97M-V with the def2-TZVPD basis set", "elements": ["C", "C", "C", "C", "C", "N", "H", "H", "H", "H", "H", "H", "H", "H", "H", "O", "H", "H", "O", "H", "H"], "coordinates": [[1.250, 2.587, -0.088], [0.194, 2.173, -0.760], [-0.026, 0.727, -1.117], [-1.501, 0.377, -0.914], [-1.954, -0.161, 0.213], [-3.269, -0.197, 0.666], [1.511, 3.615, 0.147], [2.035, 1.908, 0.194], [-0.540, 2.852, -1.134], [0.259, 0.543, -2.161], [0.742, 0.145, -0.602], [-1.970, 0.556, -1.876], [-1.248, -0.532, 0.953], [-3.397, -0.825, 1.439], [-4.000, -0.093, -0.008], [0.805, -2.713, 1.931], [0.484, -3.228, 2.672], [0.751, -2.999, 1.018], [3.571, -1.352, -0.494], [3.656, -0.895, -1.334], [2.658, -1.360, -0.200]], "forces_ev_per_angstrom": [[0.6, 0.5, 0.0], [0.6, -0.5, -0.3], [0.2, -0.1, -0.1], [1.9, -0.6, -0.9], [-0.5, 0.5, 0.2], [0.9, -0.3, 0.1], [-0.5, 0.1, -0.1], [0.1, -0.5, 0.2], [-0.5, 0.5, 0.0], [-0.3, 0.3, -0.1], [-0.4, -0.3, 0.6], [-1.2, 0.2, 0.6], [0.1, 0.4, 0.0], [-0.5, -0.1, -0.2], [-0.3, -0.1, 0.0], [0.7, 1.8, 0.3], [-0.2, -0.7, -0.9], [-0.5, -1.0, 0.6], [0.5, -0.3, 0.3], [-0.4, 0.1, 0.0], [-0.1, 0.3, -0.3]], "nbo_charge": [-0.406, -0.157, -0.453, -0.326, 0.017, -0.810, 0.197, 0.184, 0.194, 0.205, 0.192, 0.205, 0.196, 0.379, 0.381, -0.986, 0.495, 0.492, -0.945, 0.474, 0.473], "gap_ev": 8.62, "total_charge": 0, "smiles": "C=CC/C=C/N.O.O", "lumo_energy_ev": 0.6, "largest_force_ev_per_a": 2.1, "relative_energy_kcal_mol": 67.6}